The following is a DFT calculation (ωB97M-V with the def2-TZVPD basis set) of C54H64N2O6OsSeSi as an isolated structure in a non-equilibrium geometry.

Atoms and positions in Å:
Os -1.80 -0.62 -0.01
C 4.33 -0.61 -4.79
C 4.03 -0.60 -3.29
C 4.69 -1.83 -2.66
C 4.63 0.68 -2.69
C 2.53 -0.60 -2.99
C 2.13 -0.68 -1.66
C 0.79 -0.60 -1.29
N 0.23 -0.61 -0.03
C 0.82 -0.49 1.22
C 2.17 -0.39 1.53
C 2.62 -0.29 2.84
C 1.68 -0.25 3.86
C 0.31 -0.28 3.63
C -0.14 -0.41 2.30
O -1.41 -0.43 2.02
C -0.70 -0.11 4.76
C -1.39 1.25 4.58
C -1.76 -1.22 4.73
C -0.04 -0.12 6.15
C 4.10 -0.18 3.18
C 4.53 -1.41 4.00
C 4.98 -0.12 1.93
C 4.35 1.09 3.99
C -0.20 -0.48 -2.34
O -1.45 -0.41 -2.01
C 0.20 -0.44 -3.69
C 1.56 -0.49 -3.98
C -0.86 -0.33 -4.78
C -0.26 -0.35 -6.19
C -1.85 -1.49 -4.68
C -1.61 1.00 -4.59
H 5.41 -0.62 -4.95
H 3.92 0.28 -5.27
H 3.90 -1.50 -5.25
H 5.76 -1.86 -2.89
H 4.23 -2.74 -3.05
H 4.59 -1.84 -1.58
H 5.71 0.74 -2.87
H 4.46 0.73 -1.62
H 4.16 1.55 -3.14
H 2.89 -0.82 -0.92
H 2.90 -0.37 0.75
H 2.03 -0.18 4.88
H -1.91 1.28 3.62
H -0.66 2.05 4.60
H -2.12 1.43 5.37
H -2.31 -1.17 3.80
H -2.46 -1.10 5.56
H -1.28 -2.19 4.81
H 0.67 0.70 6.26
H 0.47 -1.06 6.33
H -0.81 0.00 6.91
H 4.38 -2.32 3.43
H 3.94 -1.49 4.91
H 5.58 -1.33 4.28
H 4.89 -1.03 1.34
H 6.03 -0.01 2.21
H 4.71 0.73 1.31
H 3.80 1.07 4.93
H 4.02 1.96 3.43
H 5.41 1.20 4.22
H 1.87 -0.45 -5.01
H 0.27 -1.28 -6.37
H 0.43 0.49 -6.34
H -1.06 -0.26 -6.92
H -1.33 -2.44 -4.76
H -2.59 -1.43 -5.48
H -2.39 -1.47 -3.73
H -0.92 1.84 -4.60
H -2.13 0.98 -3.64
H -2.35 1.14 -5.38
C -4.47 4.15 3.14
C -4.69 2.80 2.94
C -3.92 2.09 2.03
C -2.92 2.72 1.30
C -2.73 4.09 1.49
C -3.49 4.80 2.40
Si -1.84 1.79 0.01
C -2.36 2.84 -1.52
C -1.58 3.88 -2.01
C -2.00 4.65 -3.08
C -3.22 4.39 -3.68
C -4.02 3.37 -3.19
C -3.59 2.60 -2.13
C -0.07 2.45 0.41
C 0.27 2.83 1.70
C 1.56 3.22 2.04
C 2.54 3.26 1.06
C 2.23 2.88 -0.23
C 0.95 2.47 -0.55
H -5.06 4.70 3.85
H -5.46 2.29 3.50
H -4.09 1.04 1.87
H -1.97 4.60 0.91
H -3.32 5.86 2.54
H -0.63 4.10 -1.55
H -1.37 5.45 -3.45
H -3.55 4.99 -4.52
H -4.98 3.17 -3.64
H -4.21 1.79 -1.76
H -0.49 2.82 2.46
H 1.79 3.50 3.06
H 3.54 3.58 1.31
H 2.99 2.91 -1.00
H 0.73 2.15 -1.56
O -3.87 -2.04 -1.95
Se -4.70 -1.66 -0.64
O -6.14 -1.05 -1.02
O -3.82 -0.41 0.14
O -4.89 -2.86 0.40
C -2.61 -3.91 2.31
C -1.95 -4.60 1.18
C -1.76 -5.96 1.16
C -1.17 -6.60 0.07
C -0.79 -5.85 -1.03
C -0.96 -4.49 -1.07
C -0.59 -3.69 -2.27
C -1.56 -3.79 0.05
N -1.80 -2.53 0.04
H -2.83 -4.59 3.13
H -3.54 -3.47 1.93
H -1.98 -3.10 2.67
H -2.07 -6.55 2.01
H -1.02 -7.68 0.08
H -0.36 -6.35 -1.89
H -0.44 -4.33 -3.14
H 0.34 -3.13 -2.09
H -1.38 -2.98 -2.47

## Properties
Calculated total energy in Ha: -5438.681778
Charge: -2
LUMO level (alpha / beta) in eV: 3.07 / 2.99
Largest force on an atom in Eh/bohr: 0.1277
HOMO level (alpha / beta) in eV: -1.62 / -1.56